Here is 6 unconnected molecules or ions with the total composition C33H59F3O9 in a non-equilibrium geometry from the OMol25 dataset. Energies are from the ωB97M-V functional and the def2-TZVPD basis.

Each line ends with the Löwdin charge.
Geometry (Å):
O: -1.9954 -0.2218 0.9170  0.180
C: -3.0212 -0.3988 1.4841  -0.332
O: -3.6638 -1.6624 1.4303  0.104
C: -4.8912 -1.5172 2.0697  -0.364
O: -5.7280 -2.3622 2.1123  0.173
C: -4.9982 -0.1111 2.7677  -0.045
C: -6.1458 0.3540 3.6973  -0.077
C: -7.3177 1.0717 2.9684  -0.184
C: -7.4745 1.2091 1.5324  -0.025
C: -8.6677 1.8929 0.9940  -0.079
C: -9.7070 2.4646 1.8272  -0.080
C: -9.5437 2.3317 3.2867  -0.077
C: -8.3867 1.6470 3.8191  -0.047
C: -3.8563 0.5375 2.3908  0.005
C: -3.4159 1.9787 2.8111  -0.073
O: -1.9861 2.0834 2.6508  0.033
C: -1.6114 3.4114 2.6980  -0.614
F: -2.0632 4.0889 1.6004  0.143
F: -2.0339 4.0511 3.8326  0.140
F: -0.2432 3.4574 2.7048  0.144
H: -6.5171 -0.5595 4.2457  0.141
H: -5.6852 1.0502 4.4532  0.125
H: -6.7103 0.8026 0.8354  0.105
H: -8.8069 1.9731 -0.1152  0.100
H: -10.5987 2.9831 1.3982  0.100
H: -10.3084 2.7445 3.9781  0.097
H: -8.2826 1.5630 4.9237  0.106
H: -3.7161 2.1266 3.8848  0.144
H: -4.0016 2.6905 2.1760  0.155
C: -2.0437 -3.5815 -0.3069  -0.074
C: -2.7961 -4.9012 -0.3343  -0.263
O: -3.1645 -5.3152 -1.6417  -0.155
C: -2.0962 -5.5182 -2.5508  -0.282
C: -1.1067 -6.5793 -2.1011  -0.083
H: -2.6405 -2.7926 -0.7691  0.084
H: -1.8178 -3.2944 0.7190  0.050
H: -1.0994 -3.6393 -0.8525  0.063
H: -3.7252 -4.7906 0.2284  0.119
H: -2.2240 -5.6895 0.1666  0.107
H: -1.5886 -4.5686 -2.7536  0.102
H: -2.5489 -5.8329 -3.4939  0.118
H: -0.6180 -6.3106 -1.1630  0.063
H: -0.3301 -6.7174 -2.8568  0.072
H: -1.6143 -7.5340 -1.9445  0.081
C: 2.0710 -3.6116 -2.1704  -0.080
C: 3.4759 -3.2873 -2.6485  -0.281
O: 4.4254 -4.2980 -2.3499  -0.158
C: 4.1776 -5.5782 -2.9100  -0.279
C: 4.1230 -5.5785 -4.4281  -0.081
H: 2.0665 -3.7879 -1.0915  0.081
H: 1.3932 -2.7848 -2.3946  0.079
H: 1.6729 -4.5079 -2.6494  0.057
H: 3.8178 -2.3818 -2.1431  0.109
H: 3.4849 -3.0646 -3.7206  0.107
H: 3.2638 -6.0066 -2.4837  0.104
H: 4.9993 -6.2200 -2.5848  0.119
H: 3.3119 -4.9556 -4.8089  0.064
H: 3.9700 -6.5931 -4.8014  0.077
H: 5.0562 -5.1906 -4.8432  0.082
C: 2.5370 -2.5746 4.9893  -0.081
C: 1.0529 -2.8489 4.8112  -0.282
O: 0.2974 -1.6956 4.4770  -0.159
C: 0.6554 -1.0368 3.2704  -0.267
C: 0.5292 -1.9142 2.0375  -0.077
H: 2.6949 -1.8173 5.7612  0.082
H: 3.0596 -3.4882 5.2805  0.077
H: 2.9969 -2.2064 4.0710  0.064
H: 0.6473 -3.2198 5.7544  0.117
H: 0.8862 -3.6387 4.0713  0.106
H: 1.6643 -0.6182 3.3536  0.108
H: -0.0234 -0.1865 3.1707  0.108
H: 1.1935 -2.7798 2.0800  0.069
H: 0.7778 -1.3442 1.1403  0.082
H: -0.4902 -2.2891 1.9407  0.051
C: 3.9861 1.9631 -0.5212  -0.076
C: 4.0173 2.4780 -1.9508  -0.279
O: 5.3293 2.6670 -2.4583  -0.166
C: 6.1558 1.5142 -2.5075  -0.278
C: 5.5951 0.4002 -3.3742  -0.078
H: 4.5231 2.6460 0.1419  0.083
H: 2.9550 1.8723 -0.1727  0.075
H: 4.4559 0.9824 -0.4304  0.063
H: 3.5303 3.4547 -1.9839  0.108
H: 3.4440 1.8243 -2.6164  0.107
H: 6.3648 1.1559 -1.4937  0.107
H: 7.1125 1.8388 -2.9224  0.119
H: 4.6385 0.0322 -2.9989  0.053
H: 6.2893 -0.4420 -3.4052  0.080
H: 5.4314 0.7557 -4.3942  0.083
C: 2.2087 8.0035 -0.6362  -0.081
C: 2.2445 8.5222 -2.0644  -0.283
O: 3.5568 8.7067 -2.5698  -0.162
C: 4.3790 7.5504 -2.6212  -0.277
C: 3.8155 6.4405 -3.4913  -0.078
H: 2.7476 8.6821 0.0296  0.082
H: 1.1766 7.9164 -0.2897  0.076
H: 2.6737 7.0204 -0.5473  0.062
H: 1.7622 9.5010 -2.0962  0.117
H: 1.6691 7.8723 -2.7320  0.105
H: 4.5856 7.1888 -1.6081  0.106
H: 5.3372 7.8726 -3.0344  0.119
H: 2.8570 6.0746 -3.1183  0.062
H: 4.5073 5.5958 -3.5235  0.073
H: 3.6542 6.7992 -4.5106  0.082

Summary:
total charge: 0
multiplicity: 1
gap between HOMO and LUMO: 8.566 eV
electronic energy: -61754.653 eV